Formula: C4H13N5O3
Source: the Open Molecules 2025 dataset
Level of theory: the ωB97M-V functional and the def2-TZVPD basis

Results
LUMO level	0.774	eV
ΔE to the lowest compared entry with this formula, charge and spin	3.7005	eV
total charge	0
SMILES string	CNN/C=[N+](/N)[O-].CO/C=N/O
frontier orbital gap	8.3118	eV
E_HOMO	-7.5373	eV

Last column: natural (NBO) charge in e.
CARTESIAN COORDINATES (ANGSTROEM)
1 C -1.53033 1.57617 -2.35376  -0.43
2 N -0.66680 2.45343 -1.51353  -0.45
3 N -0.03227 1.81260 -0.42599  -0.46
4 C 1.22460 1.62632 0.00704  0.17
5 N 1.40204 0.90111 1.09881  0.18
6 N 2.74213 0.41333 1.34393  -0.65
7 O 0.54082 0.50749 1.88941  -0.62
8 H -2.07754 0.87645 -1.62205  0.21
9 H -2.10371 2.33280 -2.96540  0.22
10 H -0.87317 0.88503 -2.92486  0.18
11 H 0.04045 2.75775 -2.29021  0.34
12 H -0.74078 1.84577 0.31137  0.40
13 H 2.03524 2.07250 -0.43153  0.21
14 H 2.89133 0.75844 2.25954  0.35
15 H 2.66769 -0.54271 1.50805  0.36
16 C -1.77203 -1.61459 2.25394  -0.25
17 O -1.40978 -2.19152 0.97849  -0.50
18 C -0.24587 -2.17375 0.40978  0.36
19 N -0.07392 -2.72347 -0.73768  -0.24
20 O 1.24032 -2.51618 -1.17223  -0.60
21 H -2.28722 -2.45645 2.74492  0.19
22 H -2.63245 -0.98213 2.11447  0.19
23 H -0.89914 -1.20970 2.84913  0.22
24 H 0.58862 -1.64256 0.98859  0.15
25 H 1.32324 -2.61242 -2.09376  0.47

=====

Formula: C34H102N9O11P3S8
Source: the Open Molecules 2025 dataset
Level of theory: the ωB97M-V functional and the def2-TZVPD basis

Results
LUMO level	0.313	eV
ΔE to the lowest compared entry with this formula, charge and spin	7.3715	eV
total charge	0
frontier orbital gap	8.4498	eV
E_HOMO	-8.1372	eV

Last column: Löwdin charge in e.
CARTESIAN COORDINATES (ANGSTROEM)
1 O -12.50385 -1.37839 -10.77639  -0.30
2 P -11.27194 -1.40882 -11.60495  0.55
3 N -9.88720 -1.89876 -10.74093  -0.33
4 C -9.83585 -3.31231 -10.33239  -0.11
5 C -9.40382 -1.06958 -9.68714  -0.14
6 N -10.87483 0.15671 -12.18000  -0.31
7 C -9.54161 0.44428 -12.79154  -0.10
8 C -11.96480 1.09836 -12.39354  -0.12
9 N -11.31001 -2.48114 -12.92620  -0.28
10 C -10.06100 -2.53874 -13.81928  -0.08
11 C -12.64563 -2.73905 -13.58861  -0.10
12 H -10.42102 -3.41286 -9.41830  0.08
13 H -8.80003 -3.63873 -10.23957  0.08
14 H -10.16766 -4.06065 -11.05211  0.07
15 H -9.66655 -0.01312 -9.74154  0.09
16 H -8.35196 -1.25626 -9.47069  0.08
17 H -9.91086 -1.43991 -8.79614  0.08
18 H -9.33959 1.49869 -12.60311  0.08
19 H -8.73010 -0.09179 -12.29944  0.07
20 H -9.60705 0.20781 -13.85356  0.07
21 H -11.62490 2.08927 -12.69467  0.08
22 H -12.57040 0.76528 -13.23640  0.07
23 H -12.57200 1.18526 -11.49251  0.08
24 H -9.22503 -2.08137 -13.29007  0.05
25 H -9.92764 -3.58821 -14.08182  0.08
26 H -10.19675 -1.88738 -14.68265  0.07
27 H -12.68889 -2.69697 -14.67693  0.07
28 H -13.44532 -2.21022 -13.07003  0.07
29 H -12.84705 -3.80420 -13.47471  0.07
30 O -19.88456 -12.99698 -3.86259  -0.29
31 P -20.01205 -14.38787 -3.36843  0.58
32 N -19.56573 -15.58338 -4.52574  -0.29
33 C -19.85350 -17.02491 -4.48224  -0.12
34 C -18.38482 -15.30212 -5.36468  -0.13
35 N -21.58186 -14.79811 -3.00579  -0.33
36 C -22.08423 -15.90236 -2.21552  -0.10
37 C -22.63549 -14.02257 -3.51243  -0.15
38 N -19.03872 -14.76788 -1.96684  -0.33
39 C -19.39682 -14.07182 -0.77051  -0.15
40 C -17.57030 -15.02224 -2.04110  -0.09
41 H -20.07239 -17.31303 -3.45405  0.06
42 H -18.89005 -17.49735 -4.67368  0.07
43 H -20.61991 -17.46399 -5.12094  0.08
44 H -18.49383 -15.78936 -6.33361  0.08
45 H -17.42022 -15.49043 -4.89332  0.07
46 H -18.41724 -14.23846 -5.60063  0.07
47 H -23.05147 -15.67595 -1.76686  0.09
48 H -22.00578 -16.84470 -2.75768  0.07
49 H -21.47178 -15.91033 -1.31390  0.07
50 H -23.19141 -13.57121 -2.69066  0.09
51 H -22.47574 -13.30967 -4.32135  0.09
52 H -23.30438 -14.74345 -3.98258  0.08
53 H -19.01033 -13.05924 -0.88621  0.09
54 H -20.48316 -14.15886 -0.75057  0.06
55 H -19.12774 -14.64689 0.11550  0.09
56 H -17.08790 -14.17107 -2.52164  0.08
57 H -17.43463 -15.99171 -2.52050  0.07
58 H -17.19185 -15.07971 -1.02053  0.08
59 O -7.60396 -15.06154 -8.97123  -0.33
60 P -8.85670 -14.62688 -8.23221  0.59
61 N -9.75535 -13.40443 -9.04737  -0.29
62 C -9.12125 -12.57529 -10.18985  -0.05
63 C -11.07884 -13.08542 -8.76822  -0.21
64 N -8.54459 -13.86190 -6.72459  -0.32
65 C -9.59187 -13.46659 -5.83610  -0.15
66 C -7.22072 -13.36761 -6.32035  -0.11
67 N -9.98793 -15.80319 -7.97057  -0.32
68 C -10.79472 -16.41581 -9.03296  -0.10
69 C -9.74797 -16.74666 -6.87378  -0.11
70 H -9.15780 -12.99554 -11.19492  0.07
71 H -8.04828 -12.46671 -10.03162  0.07
72 H -9.64269 -11.61817 -10.17841  0.07
73 H -11.70194 -12.92131 -9.64738  0.08
74 H -11.27040 -12.18154 -8.18994  0.08
75 H -11.54613 -13.87601 -8.18110  0.07
76 H -9.60775 -12.37695 -5.85943  0.08
77 H -10.60944 -13.81952 -6.00367  0.08
78 H -9.24338 -13.79392 -4.85656  0.08
79 H -7.12528 -12.28241 -6.28391  0.08
80 H -6.91913 -13.80592 -5.36901  0.08
81 H -6.46718 -13.65135 -7.05505  0.07
82 H -10.21181 -17.26106 -9.39882  0.09
83 H -11.76262 -16.74604 -8.65586  0.08
84 H -11.14508 -15.71207 -9.78801  0.08
85 H -9.53255 -16.33891 -5.88613  0.07
86 H -8.91653 -17.41157 -7.10766  0.08
87 H -10.62280 -17.39112 -6.78761  0.08
88 C -5.69350 -14.43652 1.50484  -0.24
89 S -4.96718 -12.68245 1.49645  0.81
90 O -4.76744 -12.31278 2.90031  -0.57
91 C -3.26859 -13.00045 0.83162  -0.25
92 H -5.92483 -14.73465 0.48224  0.04
93 H -6.71083 -14.50894 1.88939  0.04
94 H -5.02293 -15.14764 1.98727  0.05
95 H -2.49511 -12.48380 1.39987  0.05
96 H -3.12078 -12.65686 -0.19220  0.04
97 H -3.05469 -14.06910 0.84952  0.04
98 C -14.93661 -4.33312 -1.00802  -0.25
99 S -14.26933 -5.34066 -2.43696  0.83
100 O -12.82799 -5.62304 -2.05873  -0.59
101 C -15.17066 -6.90312 -2.11150  -0.26
102 H -14.39314 -3.39846 -0.86962  0.05
103 H -14.92245 -4.90760 -0.08181  0.05
104 H -16.00061 -4.16831 -1.17788  0.04
105 H -16.20088 -6.54810 -2.08502  0.04
106 H -14.90613 -7.37016 -1.16281  0.06
107 H -15.06127 -7.52329 -3.00116  0.05
108 C -0.39067 -4.78147 -9.85811  -0.25
109 S -1.66551 -5.93104 -9.13491  0.85
110 O -2.30612 -6.63552 -10.35965  -0.59
111 C -0.37807 -7.05411 -8.52537  -0.29
112 H 0.50126 -4.74237 -9.23278  0.04
113 H -0.81976 -3.78066 -9.80950  0.04
114 H -0.12699 -5.12217 -10.85934  0.06
115 H -0.83425 -7.89355 -8.00065  0.05
116 H 0.41526 -6.54904 -7.97433  0.05
117 H 0.07929 -7.54129 -9.38653  0.06
118 C -3.06864 -21.49694 -4.04984  -0.30
119 S -3.11073 -19.68806 -3.89178  0.86
120 O -2.11187 -19.27365 -2.73071  -0.59
121 C -2.31679 -19.37598 -5.52278  -0.27
122 H -3.54229 -21.69193 -5.01199  0.04
123 H -3.69464 -22.10980 -3.40129  0.05
124 H -2.12368 -22.03235 -3.95777  0.06
125 H -2.01782 -18.33159 -5.61211  0.05
126 H -2.93522 -19.54406 -6.40448  0.05
127 H -1.41058 -19.97311 -5.62439  0.05
128 C -2.56221 -21.69889 -15.35663  -0.29
129 S -2.75530 -19.91627 -15.58316  0.83
130 O -3.10705 -19.66943 -17.05089  -0.58
131 C -4.32326 -19.73081 -14.65813  -0.26
132 H -1.86157 -22.14855 -16.06019  0.05
133 H -3.49874 -22.23563 -15.50801  0.05
134 H -2.22736 -21.93527 -14.34663  0.05
135 H -4.18627 -20.33487 -13.76122  0.04
136 H -5.11727 -20.07127 -15.32276  0.06
137 H -4.52942 -18.69586 -14.38521  0.05
138 C -1.29734 -12.55582 -13.84035  -0.28
139 S -0.32348 -12.88288 -15.33780  0.84
140 O 0.44731 -14.22087 -15.08456  -0.60
141 C -1.61939 -13.24052 -16.60165  -0.25
142 H -0.67551 -12.50696 -12.94646  0.06
143 H -2.14402 -13.22634 -13.69318  0.05
144 H -1.82205 -11.64097 -14.11572  0.04
145 H -2.45246 -13.74270 -16.10980  0.05
146 H -1.21921 -14.01835 -17.25199  0.05
147 H -1.80941 -12.28021 -17.08103  0.04
148 C -8.19232 -25.77877 -10.45463  -0.25
149 S -7.11806 -26.28017 -11.90047  0.82
150 O -7.16555 -25.29490 -13.04664  -0.56
151 C -5.54443 -26.10035 -10.99960  -0.29
152 H -7.70228 -24.95535 -9.93505  0.04
153 H -8.27917 -26.60283 -9.74648  0.04
154 H -9.23484 -25.63406 -10.73799  0.05
155 H -4.75771 -26.19693 -11.74784  0.04
156 H -5.28203 -26.93414 -10.34842  0.05
157 H -5.37892 -25.19301 -10.41871  0.05
158 C -13.29449 -19.97779 3.71822  -0.27
159 S -12.24290 -20.64462 2.32806  0.84
160 O -11.83973 -19.48360 1.41456  -0.59
161 C -10.65919 -21.02220 3.27675  -0.25
162 H -12.87620 -19.14522 4.28387  0.05
163 H -13.50709 -20.74465 4.46310  0.04
164 H -14.26249 -19.61394 3.37374  0.04
165 H -9.91809 -21.53950 2.66744  0.04
166 H -10.79792 -21.67781 4.13643  0.04
167 H -10.26792 -20.07821 3.65609  0.05

=====

Formula: C5H14O3PS
Source: the Open Molecules 2025 dataset
Level of theory: the ωB97M-V functional and the def2-TZVPD basis

Results
LUMO level	-3.126	eV
ΔE to the lowest compared entry with this formula, charge and spin	0.0000	eV
total charge	+1
frontier orbital gap	9.7138	eV
E_HOMO	-12.8402	eV

Last column: natural (NBO) charge in e.
CARTESIAN COORDINATES (ANGSTROEM)
1 C -0.23995 1.64284 3.13008  -0.22
2 C 2.29871 0.65182 -0.13665  -0.24
3 C -2.75579 0.52610 0.20776  -0.26
4 C -0.42167 -2.14201 -1.78846  -0.47
5 C 0.45609 -2.27759 -2.97090  -0.47
6 O 0.18343 1.42778 1.64637  -0.85
7 O 0.99166 0.18095 -0.33194  -0.85
8 O -1.38139 0.58055 -0.21824  -0.85
9 P -0.20984 0.08463 0.86065  1.61
10 S -0.39797 -0.72459 -2.86048  0.52
11 H -0.97754 0.94786 3.39462  0.19
12 H -0.65992 2.65528 3.11615  0.21
13 H 0.56781 1.59189 3.76982  0.20
14 H 2.79257 0.43328 -1.11856  0.18
15 H 2.71701 -0.00816 0.56563  0.18
16 H 2.55363 1.63308 0.15944  0.21
17 H -2.82028 0.41659 1.28156  0.18
18 H -3.13429 -0.41344 -0.31012  0.18
19 H -3.38394 1.37018 -0.08939  0.22
20 H -1.48890 -2.43265 -1.81447  0.26
21 H -0.10443 -2.14824 -0.79135  0.27
22 H 1.52203 -2.05743 -2.82467  0.26
23 H 0.24120 -2.77988 -3.86189  0.27
24 H 0.50799 -0.13464 -1.90744  0.27

=====

Formula: C4H6LiO4
Source: the Open Molecules 2025 dataset
Level of theory: the ωB97M-V functional and the def2-TZVPD basis

Results
LUMO level	-5.372	eV
ΔE to the lowest compared entry with this formula, charge and spin	1.0848	eV
total charge	+1
frontier orbital gap	8.2054	eV
E_HOMO	-13.5778	eV

Last column: natural (NBO) charge in e.
CARTESIAN COORDINATES (ANGSTROEM)
1 O -0.03382 -1.04882 0.67206  -0.36
2 C 1.01878 -1.10170 1.31480  0.54
3 H 1.88769 -0.59504 0.86133  0.21
4 H 1.24845 -0.83079 3.38262  0.30
5 C 1.10116 -1.66055 2.67312  -0.73
6 H 0.21751 -2.25465 2.92479  0.27
7 H 2.01410 -2.27429 2.73208  0.28
8 O -0.00766 0.21757 -0.50832  -0.53
9 Li -0.57438 -1.08080 -1.30101  0.96
10 H -1.61409 2.80186 -1.01523  0.16
11 O 0.19983 2.10962 -1.32560  -0.42
12 O -2.08722 0.49638 -2.25671  -0.52
13 C -0.89162 2.44564 -1.77489  0.35
14 C -1.55968 1.47189 -2.74341  0.37
15 H -0.91905 1.30367 -3.63564  0.14